(1)
The following is a quantum chemistry calculation of C22H32CuN9O4Si as an isolated structure, from the OMol25 dataset.

Geometry as XYZ:
```
69
C22H32CuN9O4Si | the OMol25 dataset | wB97M-V/def2-TZVPD
H 0.6551 1.2772 -5.4551
H 2.2185 2.9232 -2.4839
C -2.0041 0.2047 1.8848
H 2.4921 -1.4318 -4.7277
C -1.8956 1.0095 0.6427
H -0.2537 0.0375 -4.5948
H 4.1095 1.1286 -0.0446
C -0.5090 2.3016 -0.6598
N -0.6681 1.4808 0.3811
O 4.0625 -1.0125 4.0566
N 3.4551 1.0936 0.7212
H -0.4333 -2.9339 2.2829
Cu 0.8166 0.4092 1.3950
H 0.5624 -1.8492 -3.3462
C -3.9596 2.5129 -2.1685
H -0.1612 -4.0724 -2.5457
H -0.0938 -4.5502 -0.0810
H -4.1524 0.1168 1.9041
C -1.5485 2.6793 -1.4832
H -6.5032 -0.7533 3.9532
H -4.3072 3.5145 -1.9127
H 3.7582 2.0693 -2.6403
H -3.4256 1.6797 -3.8572
H 0.4910 2.6654 -0.8420
Si 1.8780 0.6241 -3.4070
H -4.7960 1.8293 -2.0054
N -0.8465 -0.0942 2.5046
N 0.8814 -1.3300 -0.0269
H 1.0685 -3.8104 2.0414
H -3.9511 0.8741 0.0299
H 3.7686 -0.9843 -3.5970
C -4.6186 -1.1772 4.2447
O -5.6590 -0.5110 3.5618
C 0.9646 -1.1021 -1.3612
H 1.7610 0.7437 -1.0215
C 0.3579 0.9336 -4.4588
H 2.0361 2.4388 0.6649
C -2.9793 1.3038 -0.1723
C 2.7866 2.2350 -3.1170
C 0.1663 -3.5770 -0.4755
N 5.0339 -0.0205 1.9369
C -2.1114 -1.0371 4.3002
H -0.2832 1.7033 -4.0216
C 3.0113 -0.5834 -4.2761
C -3.3047 -0.7779 3.6431
H 2.9764 2.7478 -4.0650
O -3.5753 2.5715 -3.5271
C 0.1475 -3.3114 -1.8385
C 3.7606 0.3431 1.7802
O 1.9737 -0.7645 4.4666
C -2.8123 2.1526 -1.2566
H -4.6079 -0.9326 5.3104
H -1.3711 3.3551 -2.3096
N 2.7061 0.0503 2.5737
H 0.0243 -0.9058 4.1759
C -3.2369 -0.1379 2.4141
H 1.1200 -2.0895 2.4134
H 3.5327 -0.0547 -5.0813
H -4.7163 -2.2634 4.1540
C 0.5729 -2.8557 1.8661
H 5.2941 -0.5636 2.7415
C -0.9187 -0.6959 3.6977
N 2.1292 1.4500 0.4348
H -2.0932 -1.5027 5.2777
N 2.9463 -0.6078 3.7533
N 1.4651 0.0977 -1.7813
H 5.7323 0.3731 1.3309
C 0.5479 -2.0733 -2.2880
C 0.5322 -2.5635 0.3914
```

As for the lowest unoccupied orbital energy (spin up / spin down): -0.1165 / -0.1179 hartree. As for the total charge: +1. As for the HOMO energy (spin up / spin down): -10.543 / -10.541 eV. The relative energy (zero: lowest compared OMol25 entry of this formula, charge and spin) comes out at 0.00 kcal per mole. The multiplicity is 2. As for the largest force on an atom: 0.7 eV Å⁻¹. As for the expectation value of S²: 0.7526.



(2)
The following is a quantum chemistry calculation of C8H18I2NOOsP2S as an isolated structure at a distorted geometry, from the OMol25 dataset.

Geometry as XYZ:
```
34
C8H18I2NOOsP2S | the OMol25 dataset | wB97M-V/def2-TZVPD
N 0.4516 0.3901 1.3060
H -2.0359 0.4894 2.4577
H -1.7597 -2.8299 2.6274
H -3.5215 -2.7828 0.4891
P 1.6251 1.2246 -1.0724
Os -0.2314 -0.0891 -0.5298
H -3.2645 0.5061 1.1939
H -3.3711 -0.7375 2.4276
C -0.9587 -2.3875 2.0320
H 3.1184 0.6471 0.7761
C -0.6107 -0.9480 -2.1612
C 1.3955 2.8984 -0.4652
H 2.7281 1.8884 -3.0555
I -1.8390 1.6505 -1.4075
S 1.0628 1.4115 3.7889
H -0.4321 -3.1957 1.5266
H 0.9476 1.6298 -3.3186
H -0.2435 -1.8683 2.6776
H 2.0086 0.2087 -3.1942
H 1.2234 2.9225 0.6139
H 2.2746 3.4722 -0.7540
H -3.3647 -1.5913 -0.8777
C -2.6773 -0.1424 1.8346
P -1.7233 -1.2730 0.8139
H 3.5064 -0.2525 -0.6915
C -2.8352 -2.2678 -0.1974
C 0.7612 0.7932 2.3780
H 3.9533 1.4484 -0.5978
H 0.5353 3.3472 -0.9492
C 3.1944 0.7187 -0.3118
C 1.8623 1.2417 -2.8583
I 1.3220 -2.1247 -0.5251
H -2.2253 -2.9552 -0.7957
O -0.8765 -1.4426 -3.1803
```

As for the lowest unoccupied orbital energy (spin up / spin down): -0.3966 / -0.5236 hartree. As for the total charge: +3. As for the HOMO energy (spin up / spin down): -19.747 / -20.307 eV. The relative energy (zero: lowest compared OMol25 entry of this formula, charge and spin) comes out at 0.00 kcal per mole. The multiplicity is 5. As for the largest force on an atom: 6.8 eV Å⁻¹. As for the expectation value of S²: 6.0426.



(3)
The following is a quantum chemistry calculation of C14H20B11BaBr6N4S as an isolated structure at a distorted geometry, from the OMol25 dataset.

Geometry as XYZ:
```
57
C14H20B11BaBr6N4S | the OMol25 dataset | wB97M-V/def2-TZVPD
H -1.8587 6.0718 -0.1897
H 2.9261 3.2890 2.4031
C -0.5071 4.5864 -0.9424
B -0.8959 -3.7524 -2.0676
H -1.8353 -1.1984 5.4366
H 1.2972 2.0260 4.0479
B 1.3154 -2.6894 -3.5589
Ba 0.9963 0.2077 0.8104
C 3.4899 0.0069 2.4055
N -0.8683 -1.2723 5.1658
B 0.6256 -2.8298 -1.9367
H -2.2976 4.8218 1.9024
C 0.1682 -3.4115 -4.5608
Br -3.9452 -2.8080 -2.7589
B 0.4504 -1.3249 -2.8545
H 3.0209 0.0542 4.4236
B -0.9288 -1.9725 -1.9247
H 1.0860 -5.1935 -3.0238
B -1.3311 -2.6073 -4.6778
B -1.1883 -1.2540 -3.5332
H 4.0108 -0.9072 2.1584
C -1.2533 2.3853 2.5857
Br -2.0887 0.4631 -3.7122
H -1.6415 -5.1205 -4.1806
C -0.4039 -0.4757 4.1804
N -1.1224 0.4968 3.7672
H -0.2949 5.0894 -1.8747
H -1.9358 -2.5867 -5.6877
H -2.1737 2.3547 4.5224
B -2.0345 -2.7690 -3.0662
C 0.0872 3.3653 -0.6587
Br -1.5103 -4.9027 -0.6307
H 0.7598 2.9066 -1.3749
B 0.4878 -4.1803 -3.0764
C -1.6195 4.4228 1.1642
N -0.1436 2.6884 0.4637
H 0.6152 -1.0881 -5.4493
C -2.0559 3.0182 3.6762
Br 1.7268 -2.7826 -0.2865
H -0.2801 -1.9555 5.6061
C 2.4412 0.1515 3.4946
S 1.1511 -1.1572 3.5491
H -3.0439 3.2905 3.3015
B -1.1485 -4.1320 -3.7738
H 2.4669 -2.6856 -3.8111
B 0.1933 -1.7180 -4.5474
H 0.5370 -3.8964 -5.4516
H -1.5672 3.9406 3.9976
C 2.0659 1.5947 3.4268
Br -1.7016 -1.2865 -0.2432
C -0.9952 3.2016 1.3635
C -1.3719 5.1228 -0.0098
C 3.7920 1.2433 1.9686
H 4.5943 1.4968 1.2898
C 2.8992 2.2248 2.5862
N -0.7677 1.1896 2.6120
Br 1.6059 0.2474 -2.4458
```

As for the lowest unoccupied orbital energy: -0.1378 hartree. As for the total charge: +1. As for the HOMO energy: -11.405 eV. The relative energy (zero: lowest compared OMol25 entry of this formula, charge and spin) comes out at 0.00 kcal per mole. As for the largest force on an atom: 1.2 eV Å⁻¹.



(4)
The following is a quantum chemistry calculation of a 12-piece molecular cluster, C42H90O15 overall at a distorted geometry, from the OMol25 dataset.

Geometry as XYZ:
```
147
C42H90O15 | the OMol25 dataset | wB97M-V/def2-TZVPD
H -3.8457 -3.3453 2.4617
H 2.6493 2.0133 2.2200
C -1.0492 -2.3615 4.5066
H -6.4408 0.2006 -1.1825
H -5.2142 -2.2948 2.3802
H -1.7684 2.0104 4.9495
H -7.0977 1.7305 -0.4672
O -1.6572 2.9071 4.5782
H -0.0772 -0.9182 5.8733
H -0.7534 4.7703 0.3382
H -4.1192 -1.0723 -3.6438
C -3.1813 -2.7759 -2.6242
H -3.0551 1.2127 -1.7279
H -2.6218 4.2994 3.4364
H 8.1181 -0.2155 1.2388
H -0.3033 -3.1417 4.5089
H 2.1315 -5.9223 1.6676
H 4.6618 5.7188 -0.8510
C 0.4448 4.2980 -2.6150
H -2.5116 3.6474 -1.2922
C -5.4864 -4.3597 -0.0735
C 4.1593 2.5372 -0.0880
C -2.6450 3.2188 3.6100
C -5.3394 0.8275 0.5820
H -2.8026 -2.1711 -1.8046
H -4.8990 2.8431 -1.4391
H 7.0681 0.6266 0.0104
O 2.1479 -3.8553 3.2608
O -1.6466 -2.4171 3.2282
H -4.7765 -5.1333 -0.4308
H -1.7447 -2.6065 5.2824
C 7.2817 -0.3309 0.4958
H 2.0674 -1.0861 -6.1969
H 1.1600 1.6313 4.7364
C -2.1452 -2.9365 -3.7483
C -4.2499 -2.1166 -3.4693
H -1.4863 -1.9922 -3.7796
H 4.4646 1.5674 -0.5484
H -1.1763 -0.5559 -1.9794
H -2.9913 3.1190 1.5029
O -5.2419 -3.0385 -0.4708
C -2.3963 2.5468 2.2633
H -6.5528 -4.1280 1.8126
O 0.5157 4.8325 -1.2948
O -2.8357 1.2445 2.3153
H 3.3916 1.6506 -5.3135
H -1.5004 -3.8278 -3.7040
O -2.8445 -3.0277 -4.9770
H 3.1818 -2.2816 2.1508
C 1.0721 -4.2286 2.4142
O 1.0550 3.3638 3.5573
C 7.4137 -1.4411 -0.5197
H 3.2746 5.4103 0.2327
H 1.1152 -1.6322 -4.7286
C 1.2480 1.9915 3.7116
O -1.3899 -0.0467 4.6391
C 0.3679 -0.6574 0.8002
C 1.7621 -5.0028 1.3189
C -0.5705 4.2521 -0.5941
H 0.9842 2.3709 -5.1569
H 0.8528 1.4839 -3.5459
C 5.9076 -1.7550 -0.7002
H -1.5312 -1.5309 0.1672
H 3.2798 2.3862 0.4474
C 1.2876 1.4402 -4.5876
H 5.6868 -2.6821 -1.1154
H 3.3553 3.3859 3.9634
H 5.3861 0.1005 1.4060
O 5.3438 -1.7110 0.6709
H 7.9370 -1.1377 -1.4389
O 0.8046 0.2937 -5.3468
C -1.0393 4.0753 -2.8815
H -2.9027 0.9997 1.4150
H -2.2126 5.3942 -1.6074
H 3.0043 -0.7115 -3.3909
H 3.8537 -0.6639 -4.8792
H 1.1225 -5.1614 0.4244
H 0.5450 1.3011 3.2765
C -6.1764 1.2138 -0.7269
H 0.3593 -4.8145 2.9646
H 4.1590 -3.5727 2.8778
H -4.3270 -0.1057 -1.9181
H 3.8385 -4.7457 0.6719
C 3.2022 -3.3754 2.3723
H -5.7448 -0.0078 1.1617
C -4.2324 -2.9492 -4.7698
H 6.2224 2.9167 0.2804
C -5.1949 1.8358 -1.6582
H -2.5013 -1.8695 3.1716
C -5.5451 -4.3043 1.4583
C 1.6498 -0.8014 -5.2179
H -0.1304 -0.4297 1.7666
H -1.2957 0.2540 3.7389
H 0.3824 -0.7930 4.1789
H -0.3639 3.2764 -0.3321
H 0.4921 -3.3925 2.0021
C 4.2053 4.9335 -0.2553
H -3.6964 3.0672 3.8489
H -5.1934 -5.2448 1.8708
H -1.3375 2.7705 2.0331
H -5.5642 1.8641 -2.6523
H 1.3680 -1.1225 0.9467
C 2.6916 1.7385 3.2964
H -3.6029 -3.7048 -2.1209
H 2.8715 3.6082 -1.5157
C 3.9081 3.6827 -1.0465
H 4.5976 3.6803 -1.8499
H -3.3100 -3.0874 0.1751
H 5.2149 2.7699 1.8223
C 2.8317 1.2380 -4.4026
C -0.4402 -1.0087 4.8601
C -0.3130 -0.5559 -1.3587
H -4.7179 -3.9410 -4.5990
H -1.3581 4.6233 -3.7049
H 2.8502 0.6613 3.4129
C 6.0634 -0.7165 1.3604
H -5.2429 1.6182 1.3432
H 3.2408 1.7069 -3.5030
H 0.9693 3.3601 -2.6973
O -0.3472 0.7722 -0.8632
C 2.9240 -0.3752 -4.4038
O -4.0355 0.6228 0.0516
C -4.7168 -3.0561 1.7763
H -4.1170 -1.4620 0.2846
C -0.4882 -1.4065 -0.1695
H -4.7855 -2.5306 -5.6275
C -4.2358 -2.5759 0.4167
H -5.2060 -2.2101 -3.0516
H 7.9438 -2.3203 -0.2006
H -1.2449 2.9684 -2.9805
O 3.7193 2.5208 3.9219
H -0.2824 -2.4708 -0.2728
C 0.5809 0.6924 0.1593
H 0.5730 -0.7781 -1.8896
C -4.0226 0.8470 -1.4496
H 5.5051 -0.9502 -1.3272
H 0.3975 1.4665 0.8657
H 6.2422 -1.0980 2.3379
H -6.4302 -4.5558 -0.5406
H 1.6066 0.8249 -0.1970
O 5.0827 4.5555 0.7885
C -1.7221 4.4264 -1.5310
H 0.8829 5.0313 -3.2879
C 2.9728 -4.1500 1.0128
H 2.8157 -3.2721 0.3220
H 0.2840 3.6369 4.1550
C 5.2737 3.1414 0.7746
```

As for the lowest unoccupied orbital energy: 0.0200 hartree. As for the total charge: 0. Its structure (SMILES) is C1CCOC1.C1CCOC1.C1CCOC1.C1CCOC1.C1CCOC1.C1CCOC1.C1CCOC1.C1CCOC1.C1CCOC1.OCCO.OCCO.OCCO. As for the HOMO energy: -9.132 eV. As for the largest force on an atom: 3.1 eV Å⁻¹.